Density functional theory data (ωB97M-V/def2-TZVPD) for C3H4NP in the gas phase.

Each line ends with the Löwdin charge.
Cartesian coordinates (Å):
C 0.69312 -0.42857 0.91978  -0.2588
N -0.34745 0.24803 1.49933  -0.0168
C -0.93499 0.99740 0.63292  -0.3511
P -0.24833 0.97003 -1.12084  0.8931
C 0.89323 -0.17504 -0.39484  -0.3932
H 1.35984 -1.08957 1.53299  0.1135
H -1.75621 1.53490 0.93495  0.0236
H -0.80818 -0.00688 -2.05226  -0.0353
H 1.45090 -0.69467 -1.10924  0.0250

Forces on atoms 1 to 2 (eV/Å):
2.18 -1.06 -0.88
-0.42 1.42 -0.10

Its HOMO-LUMO gap is 8.924 eV. Its SMILES is C1=NC=[PH]=C1. Its total energy is -512.74508 hartree.



Density functional theory data (ωB97M-V/def2-TZVPD) for a molecular structure, C3H4NS.

Each line ends with the Löwdin charge.
Cartesian coordinates (Å):
C 1.00254 1.21343 0.19512  0.0463
C -0.76712 1.27860 3.39632  -0.2613
C -0.70338 -0.39542 0.57395  -0.1972
N 0.39200 0.16108 -0.26066  -0.1001
S -0.44950 0.91202 1.97859  0.9483
H 2.01184 1.56595 -0.24823  0.1328
H -1.73982 -0.43082 0.24013  0.1068
H -0.68359 -1.38696 1.11085  0.1303
H 0.62323 -0.21448 -1.20621  0.1941

Forces on atoms 1 to 2 (eV/Å):
0.88 -0.90 0.38
-0.80 0.43 2.69

As for the total charge: +1. Its HOMO-LUMO gap (alpha / beta) is 8.099 / 8.100 eV. Its total energy is -569.09800 hartree.



Density functional theory data (ωB97M-V/def2-TZVPD) for a molecular structure, C3H4NS.

Each line ends with the Löwdin charge.
Cartesian coordinates (Å):
C -0.23785 -0.46705 1.43697  -0.0329
C -1.77320 0.63310 -1.22199  -0.3166
C 1.38192 -0.08309 -0.25312  0.0800
N 0.69802 -0.13393 0.79834  -0.0372
S -2.08402 0.13148 0.18862  0.9789
H -0.50361 -0.96501 2.32349  0.0979
H -0.92226 0.97072 -1.79226  0.0053
H 1.36962 -0.82207 -1.02765  0.1112
H 2.07138 0.73587 -0.45239  0.1135

Forces on atoms 1 to 2 (eV/Å):
-3.32 0.86 0.20
0.45 -0.27 1.86

As for the total charge: +1. Its HOMO-LUMO gap (alpha / beta) is 8.192 / 8.191 eV. Its total energy is -569.20620 hartree.



Density functional theory data (ωB97M-V/def2-TZVPD) for 2 unconnected molecules or ions with the total composition C3H4O.

Each line ends with the Löwdin charge.
Cartesian coordinates (Å):
C -2.46222 0.16342 1.05042  -0.0829
C -1.35810 -0.22902 0.79858  0.0484
C 1.40845 -0.14112 -0.61042  -0.3320
O 0.83229 -1.07829 0.04394  -0.0232
H -3.40943 0.55563 1.41703  0.0173
H 1.03885 0.04187 -1.68918  0.1083
H 2.57150 -0.22940 -0.84144  0.1501
H 1.37866 0.91692 -0.16892  0.1138

Forces on atoms 1 to 2 (eV/Å):
-1.05 0.48 0.59
2.74 -1.05 -1.06

Its HOMO-LUMO gap (alpha / beta) is 6.801 / 6.922 eV. Its total energy is -191.61658 hartree.